P.
One molecule with the formula C9H15N3O4, computed with the ωB97M-V functional and the def2-TZVPD basis.

Output
- Highest occupied orbital energy: -9.63 eV
- Orbital gap: 10.19 eV
- SMILES: NC(=O)C[C@H](N)C(=O)N1CCC[C@H]1C(=O)O

```
31
Properties=species:S:1:pos:R:3:nbo_charge:R:1
N -2.73 -0.35 -1.24 -0.84
C -2.93 -1.26 -0.26 0.68
O -3.29 -2.41 -0.40 -0.61
C -2.62 -0.65 1.13 -0.52
C -1.01 -0.84 1.40 -0.11
N -0.72 -0.97 2.77 -0.83
C -0.26 0.31 0.67 0.71
O -0.78 1.47 0.63 -0.69
N 1.01 -0.04 0.27 -0.42
C 1.83 -1.20 0.75 -0.22
C 3.25 -0.54 0.82 -0.41
C 3.25 0.55 -0.29 -0.42
C 1.79 1.05 -0.29 -0.16
C 1.30 1.47 -1.79 0.79
O 1.80 1.10 -2.79 -0.57
O 0.28 2.33 -1.76 -0.70
H -2.34 0.56 -1.04 0.41
H -2.86 -0.63 -2.22 0.41
H -3.15 -1.22 1.86 0.23
H -2.83 0.40 1.13 0.23
H -0.65 -1.71 0.83 0.21
H -1.23 -0.26 3.30 0.37
H -0.98 -1.88 3.12 0.38
H 1.72 -2.03 0.05 0.21
H 1.46 -1.57 1.73 0.24
H 3.34 0.09 1.74 0.21
H 4.11 -1.26 0.75 0.23
H 3.34 0.19 -1.30 0.24
H 3.95 1.40 -0.10 0.23
H 1.62 2.01 0.27 0.22
H -0.13 2.16 -0.81 0.51
```


Q.
One molecule with the formula C9H15N3O4, computed with the ωB97M-V functional and the def2-TZVPD basis.

Output
- Highest occupied orbital energy: -9.18 eV
- Orbital gap: 9.78 eV
- SMILES: NC(=O)C[C@H](N)C(=O)N1CCC[C@H]1C(=O)O

```
31
Properties=species:S:1:pos:R:3:nbo_charge:R:1
N 0.63 3.68 2.04 -0.86
C -0.14 2.53 1.99 0.68
O -0.63 1.98 2.96 -0.60
C -0.30 2.00 0.60 -0.53
C 1.00 1.50 -0.05 -0.15
N 1.77 2.56 -0.70 -0.84
C 0.77 0.40 -1.05 0.72
O 1.09 0.43 -2.18 -0.57
N 0.21 -0.79 -0.53 -0.50
C 0.78 -1.40 0.60 -0.21
C 0.26 -2.94 0.53 -0.41
C -0.42 -3.07 -0.85 -0.40
C -0.73 -1.60 -1.25 -0.17
C -2.11 -1.37 -0.85 0.78
O -2.61 -0.64 -0.02 -0.57
O -2.89 -1.99 -1.79 -0.71
H 0.76 4.27 2.89 0.41
H 1.20 3.97 1.22 0.42
H -0.65 2.85 0.05 0.23
H -1.16 1.30 0.64 0.28
H 1.58 1.00 0.81 0.23
H 2.69 2.22 -1.03 0.37
H 1.36 2.69 -1.64 0.37
H 1.93 -1.50 0.59 0.18
H 0.46 -0.95 1.52 0.21
H 1.12 -3.63 0.71 0.22
H -0.51 -3.15 1.29 0.21
H 0.30 -3.50 -1.61 0.22
H -1.40 -3.65 -0.85 0.23
H -0.64 -1.44 -2.31 0.26
H -3.78 -1.74 -1.70 0.49
```


Stability summary: most stable P, least stable Q.


P.
A 2-piece molecular cluster, HN2O4S overall, computed with the ωB97M-V functional and the def2-TZVPD basis.

Output
- Highest occupied orbital energy: -4.92 eV
- Net charge: -1
- Orbital gap: 8.84 eV

```
8
Properties=species:S:1:pos:R:3:nbo_charge:R:1
N -0.33 0.23 0.42 -0.59
N -0.96 -0.79 0.03 0.57
O 2.12 0.99 1.12 -0.98
O -2.16 -0.65 -0.31 -0.55
O -0.43 -1.89 0.02 -0.49
O 1.58 0.83 -1.39 -0.96
S 1.63 0.23 -0.08 1.66
H -1.46 1.05 0.20 0.35
```


Q.
HN2O4S as an isolated structure, computed with the ωB97M-V functional and the def2-TZVPD basis.

Output
- Highest occupied orbital energy: -4.93 eV
- Net charge: -1
- Orbital gap: 8.95 eV

```
8
Properties=species:S:1:pos:R:3:nbo_charge:R:1
N 0.48 -0.15 -0.38 -0.60
N 0.76 1.05 -0.06 0.59
O 1.81 1.24 0.54 -0.52
O -1.55 -0.89 1.25 -0.99
O 0.07 1.92 -0.51 -0.48
O -1.52 -1.85 -1.01 -0.99
S -1.43 -0.61 -0.20 1.63
H 1.37 -0.71 0.37 0.36
```


Stability summary: most stable Q, least stable P.